# 1
{
  "formula": "F2H3N2OP",
  "method": "ωB97M-V with the def2-TZVPD basis set",
  "symbols": ["N", "N", "O", "F", "F", "P", "H", "H", "H"],
  "positions_angstrom": [[1.08779, -0.25788, 0.41962], [-0.06547, 0.56242, 0.46941], [1.41633, -0.60179, -0.94293], [-2.54092, 1.03126, 0.27192], [-1.70324, -1.17942, 0.23381], [-1.43582, 0.18845, -0.61364], [0.74866, -1.15578, 0.83804], [2.19064, -0.07717, -1.09251], [0.30203, 1.48990, 0.41627]],
  "atomic_forces_ev_per_a": [[-1.2, -1.3, 0.7], [-0.1, -0.1, -0.9], [-0.8, -0.4, 0.4], [1.2, -0.3, -1.2], [0.2, 0.3, -1.2], [-0.4, -0.3, 3.4], [0.7, 0.8, -0.7], [0.8, 0.4, -0.3], [-0.3, 0.9, -0.1]],
  "e_above_lowest_ev": 2.831,
  "smiles": "ONNP(F)F",
  "total_charge": 0,
  "gap_ev": 10.5540,
  "energy_ev": -19799.66040,
  "multiplicity": 1,
  "homo_energy_ev": -9.91
}

# 2
{
  "formula": "F2H3N2PS",
  "method": "ωB97M-V with the def2-TZVPD basis set",
  "symbols": ["N", "N", "F", "F", "P", "S", "H", "H", "H"],
  "positions_angstrom": [[-1.61656, -0.04884, -0.04391], [-0.40221, -0.82656, 0.01362], [1.17336, 0.70510, -1.55731], [0.59216, 1.61419, 0.71801], [1.18780, -0.09647, -0.15402], [2.85533, -0.93778, 0.29818], [-1.81299, 0.57853, 0.72827], [-1.49998, 0.56345, -0.78721], [-0.47693, -1.55161, 0.78437]],
  "atomic_forces_ev_per_a": [[0.2, -1.4, 0.7], [1.3, 0.1, 1.2], [-0.3, -1.6, 1.8], [1.6, -3.5, -1.5], [-2.4, 3.6, 1.1], [-1.7, 0.7, -0.3], [0.9, -0.3, 0.7], [0.0, 1.1, -2.0], [0.5, 1.2, -1.5]],
  "e_above_lowest_ev": 1.034,
  "smiles": "NNP(F)(F)=S",
  "total_charge": 0,
  "gap_ev": 9.8382,
  "energy_ev": -28588.13337,
  "multiplicity": 1,
  "homo_energy_ev": -10.05
}

# 3
{
  "formula": "F2H4N2P",
  "method": "ωB97M-V with the def2-TZVPD basis set",
  "symbols": ["N", "N", "F", "F", "P", "H", "H", "H", "H"],
  "positions_angstrom": [[-1.46762, 1.47864, 0.14807], [0.58336, -1.56837, 0.39576], [1.52785, 0.80503, 0.95573], [1.19298, 0.15694, -1.26753], [0.47286, 0.00424, 0.13781], [-1.22023, 2.39284, -0.44717], [-2.02676, 1.10314, -0.65132], [0.36577, -2.25389, 1.15883], [0.57179, -2.11856, -0.43018]],
  "atomic_forces_ev_per_a": [[1.9, 0.2, -1.9], [-0.5, -1.0, 1.5], [-1.4, -0.8, 0.2], [-1.4, -0.5, 1.2], [0.4, 3.5, -1.9], [0.7, -1.9, 1.8], [0.2, -0.9, 0.7], [0.1, 1.7, -0.2], [0.2, -0.3, -1.4]],
  "e_above_lowest_ev": 3.936,
  "total_charge": 1,
  "gap_ev": [9.0055, 9.0051],
  "energy_ev": -17760.59907,
  "multiplicity": 1,
  "homo_energy_ev": [-16.34, -16.36]
}

- Number 2 is which compound?
  F2H3N2PS